No. 1
9
Properties=species:S:1:pos:R:3:forces:R:3:lowdin_charge:R:1 method="wB97M-V/def2-TZVPD" e_tot_ha=-4239.6747 e_above_lowest_kcal_mol=43.4 lumo_ev="-2.075 / -2.083"
C 0.316189 0.474768 -0.334603 4.6 -2.0 -0.8 -0.987
C -1.036897 0.444358 0.001436 -2.3 0.4 0.8 -1.873
S 1.319834 -0.817162 1.702530 -1.3 2.0 -1.4 -0.088
Br 2.572325 -2.230332 0.787095 0.6 -0.7 -0.5 0.102
I 0.860181 -0.655406 -2.197012 0.1 0.8 1.3 0.658
I -1.728667 -1.579263 -0.044146 -0.8 0.1 0.4 0.732
I -1.255091 1.367119 2.011347 -0.1 -0.3 -0.9 0.729
I -2.071890 1.678709 -1.528466 0.0 -0.2 0.6 0.699
H 1.024020 1.317205 -0.398180 -0.9 -0.2 0.6 0.029



No. 2
14
Properties=species:S:1:pos:R:3:forces:R:3:lowdin_charge:R:1 method="wB97M-V/def2-TZVPD" e_tot_ha=-287.3219 e_above_lowest_kcal_mol=42.9 s2=2.043 lumo_ev="1.188 / -0.591" spin_multiplicity=3
C -2.065213 0.062110 -0.487751 -1.9 0.5 -1.1 -0.007
C 0.187541 1.064947 -0.331819 1.4 -1.5 0.6 -0.114
C -1.786605 -1.049702 0.261219 0.2 1.5 0.6 -0.121
C 1.080609 0.143740 -0.083418 0.4 0.9 -0.1 -0.042
C -1.116241 0.865340 0.371078 0.4 1.3 -1.1 -0.349
C 2.344449 -0.527270 0.030946 0.5 2.8 2.9 -0.096
N -0.898012 -0.396946 1.071930 -1.5 -1.8 2.2 0.078
H -2.751489 0.240371 -1.320136 0.4 0.2 0.2 0.093
H 0.490340 1.861129 -0.942844 -0.2 1.6 -0.8 0.083
H -2.219018 -2.041481 0.252883 0.7 -0.2 0.2 0.103
H -1.346818 1.857710 0.900504 -0.3 -1.9 -0.3 0.166
H 2.640573 -0.872005 -0.858188 1.3 -1.5 -3.6 0.025
H 2.244800 -1.346763 0.690603 0.1 -1.1 0.9 0.061
H 3.195082 0.138815 0.444993 -1.4 -0.8 -0.6 0.121



No. 3
11
Properties=species:S:1:pos:R:3:forces:R:3:lowdin_charge:R:1 method="wB97M-V/def2-TZVPD" e_tot_ha=-306.0531 e_above_lowest_kcal_mol=99.4 lumo_ev=-1.082
C -2.324234 -0.139411 -0.772955 0.0 0.0 0.0 -0.083
C -0.994340 0.105842 -0.223507 0.5 0.1 0.2 -0.030
C 0.100528 0.319428 0.240147 -0.5 0.0 -0.2 0.052
C 1.408108 0.632135 0.764647 -0.1 0.6 0.1 -0.470
O 1.683533 1.655497 1.337168 -0.1 -0.4 -0.3 0.122
C 2.211266 -1.403515 1.255295 0.5 0.2 -0.5 0.202
C 2.529839 -0.401525 0.500273 -0.2 -0.5 0.4 -0.165
H -2.596029 0.655645 -1.474778 0.1 -0.1 0.1 0.087
H -3.067131 -0.147827 0.030528 0.1 0.0 -0.1 0.087
H -2.367377 -1.097958 -1.297949 0.0 0.1 0.1 0.084
H 3.378284 -0.089217 -0.102133 -0.2 -0.1 0.2 0.114



No. 4
11
Properties=species:S:1:pos:R:3:forces:R:3:lowdin_charge:R:1 method="wB97M-V/def2-TZVPD" e_tot_ha=-384.6227 e_above_lowest_kcal_mol=33.2 smiles=FCc1ccon1 lumo_ev=1.008
C 1.547774 -0.710513 0.012591 0.0 0.2 0.0 -0.129
C 0.104388 -0.339805 -0.007728 -0.2 -0.2 0.1 -0.286
C -0.440948 0.967260 0.000468 0.9 1.1 -0.1 -0.006
C -1.762010 0.751493 0.000389 -0.2 -0.6 0.1 -0.109
H 1.797225 -1.272497 -0.862401 0.2 -0.4 -0.7 0.117
H 1.787979 -1.331129 0.873144 0.1 0.3 0.2 0.128
H 0.103296 1.921603 -0.022565 -0.4 -0.7 0.1 0.125
H -2.611894 1.389228 0.038841 -0.4 0.3 -0.1 0.122
N -0.825161 -1.255105 -0.011936 0.1 0.2 0.0 0.115
O -2.021814 -0.565777 -0.009823 0.0 0.1 0.0 -0.033
F 2.321165 0.445240 -0.010981 -0.1 -0.2 0.3 -0.044



No. 5
11
Properties=species:S:1:pos:R:3:forces:R:3:lowdin_charge:R:1 method="wB97M-V/def2-TZVPD" e_tot_ha=-285.2749 e_above_lowest_kcal_mol=87.7 smiles="O=c1cc1.C=N" lumo_ev=1.014
O -1.524337 -0.496488 -1.197851 0.3 -0.2 0.7 0.047
C -1.398684 -0.568850 -0.004359 0.1 -0.1 -0.1 -0.441
N 0.793942 1.157452 -1.156014 0.5 0.0 0.0 0.036
C 1.867346 0.588039 -0.803135 -0.2 0.1 0.0 -0.135
C -0.631324 -0.723543 1.254278 -0.5 0.0 -0.2 0.080
C -1.963184 -0.621659 1.281983 -0.2 0.0 0.0 0.056
H 0.874342 1.530766 -2.103849 0.0 0.0 0.1 0.050
H 1.896786 0.114075 0.180189 0.1 0.1 0.0 0.042
H 2.784181 0.526121 -1.400425 -0.2 0.0 0.0 0.062
H 0.126277 -0.871034 2.026339 0.2 0.1 -0.6 0.099
H -2.825345 -0.634879 1.922844 -0.1 0.1 0.1 0.103



No. 6
17
Properties=species:S:1:pos:R:3:forces:R:3:lowdin_charge:R:1 method="wB97M-V/def2-TZVPD" e_tot_ha=-383.7607 e_above_lowest_kcal_mol=28.3 charge=-1 lumo_ev=4.110
C -0.856968 0.311325 -0.658807 -1.7 -0.4 2.3 -0.464
O -0.117606 -0.036382 0.497597 -1.0 0.0 -1.3 -0.403
C -1.839768 -0.900793 -1.065404 1.4 1.3 0.6 -0.111
H -1.612283 1.179743 -0.467213 1.3 -0.6 -0.3 0.094
H -0.093709 0.599547 -1.381325 -0.5 0.1 -1.1 0.071
H -2.603038 -0.782452 -1.804826 -0.2 0.8 -1.1 0.022
H -1.107126 -1.602913 -1.440657 -0.4 -1.1 0.4 0.041
H -2.464986 -1.120659 -0.182386 1.1 -0.5 0.0 0.061
H 1.862681 -0.541860 -1.328683 0.5 0.8 -0.6 0.006
H 1.090889 -1.246640 -0.362317 0.6 -0.1 0.1 0.023
O 1.947324 -1.377243 -0.885888 -1.2 -0.4 0.7 -0.117
H -0.428168 2.296494 2.123652 0.6 0.1 -0.8 0.030
H -0.061280 1.982440 0.658299 0.5 0.4 1.5 0.005
O 0.089115 2.667447 1.379012 -0.9 -0.6 -0.4 -0.135
H 2.482990 -0.848651 1.102047 0.1 0.7 0.7 0.005
H 1.369673 -0.262180 1.894063 0.1 0.4 -0.2 -0.005
O 2.342261 -0.317221 1.922836 -0.1 -1.0 -0.6 -0.123